(1)
A 3-piece molecular cluster, CH8NO2 overall at a distorted geometry. Source: the OMol25 dataset; level of theory: wB97M-V/def2-TZVPD.

Last column: Mulliken charge in e.
Cartesian coordinates (Å):
1 C -0.42428 -0.31226 0.65641  -0.127
2 N 0.47849 -0.60636 -0.19503  -0.122
3 H -1.03460 -1.04648 1.16731  0.313
4 H -0.39064 0.70040 1.04509  0.282
5 H 1.29930 0.06786 -0.29840  0.360
6 H 0.35130 -1.37321 -0.84034  0.249
7 H 3.38950 1.09163 -0.71442  0.333
8 H 2.94669 1.15282 0.68642  0.318
9 O 2.61420 0.88137 -0.18549  -0.646
10 H -3.12217 -0.64859 0.16601  0.343
11 H -3.32875 -0.00064 -1.13780  0.329
12 O -2.77902 0.09348 -0.34977  -0.632

The total energy is -247.85440 hartree. As for the energy relative to the best compared isomer or geometry (same formula, charge and spin): 19.96 kcal/mol. The HOMO energy comes out at -15.81 eV. Its charge is +1. Its frontier orbital gap is 11.1 eV.

(2)
A 2-piece molecular cluster, CH8NO2 overall at a distorted geometry. Source: the OMol25 dataset; level of theory: wB97M-V/def2-TZVPD.

Last column: Mulliken spin population.
Cartesian coordinates (Å):
1 O 1.90799 -0.84895 1.08795  0.052
2 H 0.31490 -0.64498 0.98580  -0.001
3 H 2.51776 -0.19169 1.46338  -0.001
4 H 2.28176 -1.69828 1.37479  -0.002
5 N -0.47654 0.03710 0.66529  0.106
6 C -0.82908 -0.18467 -0.79144  -0.007
7 O -1.07904 1.11002 -1.31683  0.830
8 H -0.14875 0.99235 0.87415  0.000
9 H -1.27909 -0.10748 1.30578  -0.004
10 H -0.05025 -0.70153 -1.33969  -0.003
11 H -1.75663 -0.79068 -0.76474  0.049
12 H -0.30575 1.44520 -1.86991  -0.018

The total energy is -247.27316 hartree. As for the energy relative to the best compared isomer or geometry (same formula, charge and spin): 9.62 kcal/mol. As for the multiplicity: 2. The HOMO energy (alpha / beta) comes out at -21.70 / -21.38 eV. Its charge is +2. As for the expectation value of S²: 0.755. Its frontier orbital gap (alpha / beta) is 12.9 / 4.8 eV.

(3)
A 3-piece molecular cluster, CH8NO3 overall. Source: the OMol25 dataset; level of theory: wB97M-V/def2-TZVPD.

Last column: Mulliken charge in e.
Cartesian coordinates (Å):
1 N 0.85478 1.26494 1.66527  -0.716
2 C 0.56927 1.05946 0.18190  -0.327
3 O 0.65593 -0.21522 -0.19336  -0.881
4 H 1.09414 0.35801 2.05150  0.250
5 H 1.68334 1.83947 1.71986  0.234
6 H -0.41827 1.54390 0.03911  0.192
7 H 1.30395 1.70478 -0.35642  0.236
8 H -0.96880 -1.87275 -1.64993  0.359
9 H 0.40245 -1.48844 -1.96473  0.365
10 O -0.26124 -2.13923 -2.25457  -0.708
11 H -0.90379 -0.55674 -0.11211  0.494
12 H -2.13417 -0.66294 0.89515  0.272
13 O -1.87756 -0.83526 -0.02168  -0.770

The total energy is -323.39971 hartree. As for the energy relative to the best compared isomer or geometry (same formula, charge and spin): 7.32 kcal/mol. The HOMO energy comes out at -3.68 eV. Its charge is -1. Its frontier orbital gap is 8.2 eV.

(4)
A 3-piece molecular cluster, CH8NO3 overall at a distorted geometry. Source: the OMol25 dataset; level of theory: wB97M-V/def2-TZVPD.

Last column: Mulliken charge in e.
Cartesian coordinates (Å):
1 N 0.65578 -1.79498 -0.42860  -0.519
2 C 0.24585 -0.69120 0.47189  -0.376
3 O -0.46234 0.31233 -0.12098  -0.968
4 H -0.00102 -2.54522 -0.45316  0.187
5 H 1.07764 -1.53053 -1.30591  0.215
6 H -0.42969 -1.21405 1.17930  0.292
7 H 1.17633 -0.36234 0.96866  0.234
8 H -1.31917 1.03173 1.06285  0.435
9 H -0.69636 1.56304 2.36307  0.267
10 O -1.56496 1.45409 1.96818  -0.739
11 H 0.28459 0.87927 -1.16606  0.497
12 H 0.18889 1.56815 -2.61051  0.250
13 O 0.84446 1.32971 -1.92874  -0.775

The total energy is -323.40071 hartree. As for the energy relative to the best compared isomer or geometry (same formula, charge and spin): 6.70 kcal/mol. The HOMO energy comes out at -4.09 eV. Its charge is -1. Its frontier orbital gap is 8.6 eV.

(5)
A 2-piece molecular cluster, CH8NP2 overall at a distorted geometry. Source: the OMol25 dataset; level of theory: wB97M-V/def2-TZVPD.

Last column: Mulliken charge in e.
Cartesian coordinates (Å):
1 C -1.31687 0.30546 -0.84751  -0.319
2 N -1.87499 0.35012 -2.02738  -0.226
3 P 1.60612 -0.16324 1.84783  0.015
4 P 1.56246 -0.28992 -0.21926  -0.228
5 H -1.36512 -0.53545 -0.18978  0.405
6 H -1.01741 1.23975 -0.29828  0.300
7 H -2.09680 1.23541 -2.47029  0.280
8 H -2.21726 -0.45035 -2.55648  0.273
9 H 1.09158 1.14618 2.08205  0.138
10 H 2.77940 -0.26794 2.59112  0.144
11 H 0.90149 -0.95202 2.76070  0.126
12 H 1.94739 -1.61801 -0.67273  0.091

The total energy is -779.99510 hartree. As for the energy relative to the best compared isomer or geometry (same formula, charge and spin): 18.58 kcal/mol. The HOMO energy comes out at -11.76 eV. Its charge is +1. Its frontier orbital gap is 7.0 eV.

(6)
CH8NSi as an isolated structure at a distorted geometry. Source: the OMol25 dataset; level of theory: wB97M-V/def2-TZVPD.

Last column: Mulliken spin population.
Cartesian coordinates (Å):
1 C 0.44581 0.73037 -0.02784  0.920
2 N 1.42104 -0.46044 0.06818  0.042
3 Si -1.82607 -0.03998 -0.05530  0.829
4 H 0.67319 1.24834 0.90613  0.019
5 H 0.28597 1.31614 -0.92387  0.015
6 H 2.33483 -0.25971 -0.42672  0.006
7 H 1.60732 -0.65571 1.06359  0.001
8 H 0.92160 -1.20698 -0.37238  0.042
9 H -2.49725 1.24905 -0.18957  0.019
10 H -2.01151 -1.21420 -0.82348  0.039
11 H -1.78213 -0.39791 1.46294  0.067

The total energy is -386.62588 hartree. As for the energy relative to the best compared isomer or geometry (same formula, charge and spin): 40.94 kcal/mol. As for the multiplicity: 3. The HOMO energy (alpha / beta) comes out at -9.77 / -15.78 eV. Its charge is +1. As for the expectation value of S²: 2.005. Its frontier orbital gap (alpha / beta) is 5.7 / 8.0 eV.

(7)
A 3-piece molecular cluster, CH8O2S2 overall at a distorted geometry. Source: the OMol25 dataset; level of theory: wB97M-V/def2-TZVPD.

Last column: Mulliken charge in e.
Cartesian coordinates (Å):
1 C -0.90219 1.59497 -0.21769  -0.753
2 S -0.10928 0.31477 -1.18770  -0.080
3 S -1.39918 -1.24431 -1.00331  -0.182
4 H -0.25383 2.46810 -0.15345  0.284
5 H -1.06985 1.26865 0.81732  0.265
6 H -1.87264 1.88771 -0.62900  0.348
7 H -1.02899 -1.80652 0.15063  0.137
8 H 0.76267 -0.62023 2.99345  0.303
9 H 0.60184 -0.80351 1.46247  0.244
10 O 0.14986 -0.46807 2.25216  -0.593
11 H 2.17246 1.14226 1.54631  0.340
12 H 3.08728 -0.07478 1.44582  0.300
13 O 3.10305 0.88548 1.52094  -0.612

The total energy is -989.73979 hartree. As for the energy relative to the best compared isomer or geometry (same formula, charge and spin): 7.45 kcal/mol. The HOMO energy comes out at -9.32 eV. The SMILES is CSS.O.O. Its frontier orbital gap is 9.6 eV.

(8)
A 3-piece molecular cluster, CH8O3 overall at a distorted geometry. Source: the OMol25 dataset; level of theory: wB97M-V/def2-TZVPD.

Last column: Mulliken charge in e.
Cartesian coordinates (Å):
1 C -0.56859 -1.46109 -0.26360  -0.558
2 O 0.16488 -0.54072 0.51809  -0.471
3 H 0.00800 -2.41359 -0.35124  0.301
4 H -1.56353 -1.56085 -0.02923  0.241
5 H -0.39571 -1.08784 -1.30657  0.144
6 H 0.76381 -1.16825 1.04630  0.318
7 H -0.15961 1.67973 0.70486  0.342
8 H -1.18230 2.42286 1.49704  0.281
9 O -0.36586 2.05381 1.61284  -0.606
10 H 1.43825 0.47461 -0.45741  0.366
11 H 0.54943 0.63668 -1.72625  0.280
12 O 1.31123 0.96465 -1.24483  -0.638

The total energy is -268.56363 hartree. As for the energy relative to the best compared isomer or geometry (same formula, charge and spin): 23.78 kcal/mol. The HOMO energy comes out at -10.85 eV. The SMILES is CO.O.O. Its frontier orbital gap is 11.4 eV.